1.
C4H4N2 in the gas phase at a distorted geometry, computed with ωB97M-V/def2-TZVPD.

## Properties
structure (SMILES): N#C[C@@H]1C=C1N
energy: -7190.343 eV
F_max: 1.1 eV Å⁻¹
energy relative to the best compared isomer or geometry (same formula, charge and spin): 226.3 kJ/mol

Positions of all 10 atoms, in Å:
N: -1.07687 2.71676 -0.30456
C: -0.58372 1.79194 0.18860
C: 0.03620 0.60151 0.77716
C: 1.31585 0.05282 0.19643
C: 0.23149 -0.60063 -0.08659
N: -0.50244 -1.53415 -0.71789
H: -0.20449 0.48155 1.83637
H: 2.36350 0.26750 0.07604
H: -0.13773 -2.04526 -1.50082
H: -1.41736 -1.77116 -0.37826

2.
A 2-piece molecular cluster, C5H10O overall, computed with ωB97M-V/def2-TZVPD.

## Properties
structure (SMILES): C=C1CCC1.O
energy: -7393.241 eV
F_max: 0.3 eV Å⁻¹
energy relative to the best compared isomer or geometry (same formula, charge and spin): 147.1 kJ/mol

Positions of all 16 atoms, in Å:
C: 1.09086 -0.72021 1.38710
C: 0.03026 -0.29115 0.70934
C: -1.00837 -0.96810 -0.16899
C: -1.53656 0.43457 -0.58292
C: -0.57499 1.07953 0.45573
H: 1.38410 -1.76917 1.40117
H: 1.73982 -0.03790 1.93514
H: -1.70893 -1.56534 0.42360
H: -0.61440 -1.59040 -0.97838
H: -1.29273 0.69781 -1.61855
H: -2.60643 0.61182 -0.42810
H: -1.06777 1.47503 1.34967
H: 0.11407 1.83776 0.06798
O: 2.12494 0.11978 -1.50177
H: 2.38137 0.98056 -1.15156
H: 1.66181 -0.28709 -0.75385

3.
A 11-piece molecular cluster, C48H75N11 overall at a distorted geometry, computed with ωB97M-V/def2-TZVPD.

## Properties
structure (SMILES): c1cc[nH]c1.c1cc[nH]c1.c1cc[nH]c1.c1cc[nH]c1.c1cc[nH]c1.c1cc[nH]c1.c1cc[nH]c1.c1cc[nH]c1.c1cc[nH]c1.CCN(CC)CC.CCN(CC)CC
energy: -67378.360 eV
F_max: 3.6 eV Å⁻¹
energy relative to the best compared isomer or geometry (same formula, charge and spin): 332.0 kJ/mol

Positions of all 134 atoms, in Å:
C: -1.62213 2.19405 3.51163
C: -2.54635 2.84416 4.33539
C: -3.74267 2.11756 4.09822
N: -3.53452 1.11337 3.19767
C: -2.19535 1.16732 2.81295
H: -0.55940 2.37681 3.45173
H: -2.48865 3.72243 4.96125
H: -4.73259 2.29281 4.49286
H: -4.21679 0.68951 2.58533
H: -1.89739 0.54207 1.98426
C: 1.23854 -3.25394 4.67254
C: 0.52970 -2.24196 3.94098
C: -0.60696 -1.84795 4.70229
N: -0.61285 -2.56604 5.85765
C: 0.46167 -3.39741 5.86520
H: 2.11768 -3.77793 4.32767
H: 0.80824 -1.86919 2.96638
H: -1.40816 -1.15054 4.50708
H: -1.29530 -2.51760 6.60063
H: 0.63752 -4.07948 6.68389
C: 1.36945 5.93542 3.79560
C: 1.14752 4.50183 3.79963
C: 2.24121 3.94880 3.19184
N: 3.05903 4.91407 2.75339
C: 2.56552 6.15500 3.07319
H: 0.70986 6.68663 4.20427
H: 0.29134 4.02483 4.25331
H: 2.50269 2.93821 2.91483
H: 3.93499 4.76725 2.27254
H: 3.17602 7.02188 2.86772
C: -3.13355 -4.45733 0.39588
C: -2.07298 -3.82971 1.04263
C: -2.05943 -4.18412 2.35652
N: -3.14975 -5.03846 2.56158
C: -3.83570 -5.19855 1.33973
H: -3.48582 -4.26248 -0.60629
H: -1.42760 -3.11215 0.55785
H: -1.46204 -3.95363 3.22623
H: -3.36934 -5.45336 3.45587
H: -4.79780 -5.67133 1.20847
C: -4.05246 -3.85254 -3.69944
C: -4.23995 -2.67837 -2.89457
C: -5.42066 -2.02946 -3.37425
N: -5.87237 -2.73967 -4.47754
C: -5.06305 -3.76431 -4.70222
H: -3.29424 -4.58549 -3.46649
H: -3.51420 -2.32753 -2.17581
H: -5.84539 -1.03921 -3.30059
H: -6.63769 -2.48632 -5.08599
H: -5.33757 -4.38547 -5.54199
C: 1.65714 -3.73258 -3.40102
C: 0.43126 -3.14947 -3.19826
C: -0.17353 -3.65433 -2.11068
N: 0.68120 -4.54538 -1.58306
C: 1.84224 -4.59873 -2.35233
H: 2.27086 -3.52348 -4.26475
H: -0.07594 -2.47181 -3.86902
H: -1.14873 -3.50946 -1.66978
H: 0.43032 -5.06934 -0.75685
H: 2.62773 -5.29958 -2.11103
C: -6.18489 -0.34193 1.76296
C: -5.26945 -0.01176 0.71841
C: -4.16300 -0.81536 0.97235
N: -4.31135 -1.62363 2.05663
C: -5.60800 -1.34646 2.52797
H: -7.16687 0.08463 1.90489
H: -5.44465 0.72491 -0.05166
H: -3.22664 -0.95643 0.45302
H: -3.70870 -2.38727 2.32824
H: -6.04337 -1.90786 3.34139
C: 0.13473 -0.50232 0.12131
C: 0.77769 0.62117 0.51249
C: 0.29332 1.71926 -0.15507
N: -0.65282 1.25627 -1.00767
C: -0.70832 -0.13559 -0.91322
H: 0.43353 -1.47062 0.49480
H: 1.48963 0.61951 1.32460
H: 0.41175 2.78442 -0.02165
H: -1.10411 1.86347 -1.67681
H: -1.21648 -0.75115 -1.64073
C: -2.70320 2.22794 -3.67826
C: -2.99082 0.93038 -3.25049
C: -2.31330 -0.02493 -4.04576
N: -1.74950 0.70908 -5.05031
C: -2.01089 2.09071 -4.90209
H: -3.04442 3.13978 -3.21079
H: -3.54269 0.74198 -2.34147
H: -2.17567 -1.09314 -3.96576
H: -1.12319 0.30141 -5.72975
H: -1.54692 2.72608 -5.64198
C: 0.69124 6.21442 -5.45536
C: 1.13563 4.80921 -5.53790
N: 1.88126 4.33314 -4.31455
C: 1.16541 4.28724 -3.04007
C: 2.09784 4.67254 -1.88813
C: 2.71146 3.12530 -4.54485
C: 1.89643 1.87907 -4.83786
H: 1.47624 6.95455 -5.30012
H: -0.17118 6.42678 -4.82349
H: 0.43776 6.41030 -6.49722
H: 0.31688 4.09995 -5.65914
H: 1.78696 4.71685 -6.40701
H: 0.68080 3.32753 -2.86059
H: 0.38935 5.05262 -3.04418
H: 1.66119 4.50464 -0.90363
H: 2.48743 5.68365 -2.00635
H: 2.93592 3.98955 -2.02695
H: 3.35691 3.26302 -5.41234
H: 3.38784 3.04850 -3.69356
H: 1.21448 1.53184 -4.06167
H: 1.32572 2.03136 -5.75393
H: 2.60002 1.11259 -5.16278
C: 3.36220 -2.63461 1.18170
C: 3.71919 -1.45257 2.11597
N: 5.13601 -1.38506 2.28435
C: 5.41828 -0.93504 3.70261
C: 5.44309 -2.15294 4.66407
C: 5.68334 -0.42061 1.26829
C: 7.22758 -0.35313 1.22478
H: 2.27322 -2.63869 1.13471
H: 3.51342 -3.63928 1.57652
H: 3.94623 -2.51023 0.26981
H: 3.29911 -0.53629 1.70117
H: 3.21210 -1.67458 3.05493
H: 6.37199 -0.40817 3.67209
H: 4.75062 -0.12445 3.99464
H: 4.47675 -2.65697 4.64891
H: 6.23997 -2.80341 4.30355
H: 5.71070 -1.82636 5.66898
H: 5.36618 0.61058 1.42376
H: 5.25155 -0.63756 0.29127
H: 7.55508 0.36865 1.97303
H: 7.61698 -0.13755 0.22980
H: 7.62662 -1.34721 1.42641

4.
C7H8 in the gas phase at a distorted geometry, computed with ωB97M-V/def2-TZVPD.

## Properties
structure (SMILES): C=C1CC12CC2=C
energy: -7383.281 eV
F_max: 4.5 eV Å⁻¹
energy relative to the best compared isomer or geometry (same formula, charge and spin): 527.4 kJ/mol

Positions of all 15 atoms, in Å:
C: -0.79818 -1.41233 1.93042
C: -0.93459 -0.57468 0.88928
C: -1.58392 0.66610 0.43602
C: -0.20145 -0.08148 -0.25921
C: 0.34858 -0.37068 -1.56431
C: 1.06278 0.49651 -0.67273
C: 2.25376 1.05357 -0.59295
H: -0.11613 -2.23751 2.08076
H: -1.59958 -1.31532 2.71527
H: -2.55249 0.41427 -0.06340
H: -1.48085 1.66214 0.86972
H: -0.20735 -0.00826 -2.32673
H: 0.72382 -1.30549 -1.59577
H: 2.69665 1.38703 0.28741
H: 2.86697 0.94584 -1.40310

5.
C4H2N2S as an isolated structure at a distorted geometry, computed with ωB97M-V/def2-TZVPD.

## Properties
energy: -17990.572 eV
F_max: 2.3 eV Å⁻¹
energy relative to the best compared isomer or geometry (same formula, charge and spin): 411.3 kJ/mol

Positions of all 9 atoms, in Å:
C: -0.60943 0.39629 0.72254
C: -0.84679 -0.94252 0.76697
C: 0.34738 0.65180 -0.27463
C: 0.79221 -0.48209 -0.94624
N: 1.10409 1.62127 -0.94750
N: 1.74093 0.99554 -1.74563
S: 0.07149 -1.89699 -0.36256
H: -1.07997 1.11188 1.36867
H: -1.51992 -1.45517 1.41838

6.
C53H51BiCl3GeN5O3PSSe2Te as an isolated structure, computed with ωB97M-V/def2-TZVPD.

## Properties
energy: -327421.233 eV
F_max: 0.5 eV Å⁻¹
2S+1: 2
energy relative to the best compared isomer or geometry (same formula, charge and spin): 20.3 kJ/mol

Positions of all 122 atoms, in Å:
Bi: -0.27150 -1.08703 -0.23059
C: 7.17869 -0.50626 0.56509
C: 5.75716 -0.90360 0.25236
C: 5.39407 -2.21988 0.01551
C: 4.08735 -2.59145 -0.30355
C: 3.89628 -4.04666 -0.57075
O: 4.48942 -4.88325 0.08145
C: 3.06434 -4.49601 -1.73955
C: 2.86549 -3.68097 -2.84715
C: 2.15470 -4.15231 -3.94156
C: 1.64754 -5.44587 -3.93866
C: 1.86837 -6.27368 -2.84298
C: 2.57590 -5.79814 -1.74792
C: 3.04756 -1.63625 -0.34620
O: 1.82433 -2.00309 -0.61874
C: 3.41923 -0.30178 -0.08807
C: 4.73652 0.03739 0.19269
C: 2.42406 0.81697 -0.14325
N: 1.87674 1.22493 -1.22147
C: 2.22916 0.65375 -2.50882
C: 2.28351 1.78822 -3.51211
Te: 4.01533 3.01360 -3.24805
C: 3.31267 4.06421 -1.55798
C: 4.09736 4.09837 -0.40931
C: 3.72003 4.88489 0.67342
C: 2.56373 5.64792 0.60951
C: 1.76972 5.60244 -0.52956
C: 2.13890 4.81148 -1.60839
C: 2.13583 1.58456 1.10867
C: 2.67354 1.20919 2.33625
C: 2.46784 1.98840 3.46654
C: 1.73858 3.16535 3.37840
C: 1.19633 3.54611 2.15633
C: 1.37760 2.75453 1.03581
H: 7.84875 -1.35836 0.45661
H: 7.26954 -0.13636 1.58879
H: 7.52305 0.28614 -0.10194
H: 6.14383 -3.00212 0.04776
H: 3.27531 -2.67754 -2.85232
H: 1.99768 -3.51299 -4.80118
H: 1.09365 -5.81181 -4.79425
H: 1.50289 -7.29415 -2.85575
H: 2.78245 -6.42789 -0.89154
H: 4.96692 1.08629 0.36418
H: 1.45437 -0.05670 -2.81910
H: 3.17901 0.11400 -2.48299
H: 1.40301 2.42152 -3.40464
H: 2.32898 1.41726 -4.53645
H: 5.00834 3.51385 -0.36100
H: 4.33288 4.89690 1.56614
H: 2.28305 6.27593 1.44571
H: 0.86870 6.20081 -0.58864
H: 1.51141 4.77743 -2.49062
H: 3.25846 0.30295 2.41596
H: 2.88389 1.67886 4.41705
H: 1.59949 3.78626 4.25534
H: 0.65078 4.47897 2.07436
H: 0.96588 3.04117 0.07624
Se: -1.35775 1.57414 -1.24818
P: -3.23655 0.47809 -1.19296
Se: -3.17558 -1.38233 -0.04192
C: -3.72712 0.08793 -2.91492
C: -4.30221 -1.13522 -3.24307
C: -4.63597 -1.41803 -4.56142
C: -4.40981 -0.47735 -5.55375
C: -3.85211 0.75164 -5.22755
C: -3.50332 1.03190 -3.91551
C: -4.60075 1.52871 -0.59583
C: -4.68781 2.83622 -1.07001
C: -5.73163 3.65220 -0.66279
C: -6.68172 3.17244 0.23102
C: -6.59377 1.87321 0.70575
C: -5.55793 1.04740 0.28792
H: -4.48096 -1.86530 -2.46474
H: -5.06925 -2.37858 -4.80982
H: -4.66425 -0.69953 -6.58237
H: -3.67869 1.49259 -5.99776
H: -3.03401 1.97589 -3.67071
H: -3.92900 3.21408 -1.74543
H: -5.80270 4.66424 -1.04244
H: -7.48853 3.81595 0.55844
H: -7.32575 1.49793 1.40904
H: -5.48747 0.03098 0.65461
O: 0.45967 -0.95389 2.90704
H: 1.06809 -1.55767 3.34542
H: -0.08654 -0.57952 3.61234
Cl: -4.90355 0.90775 4.38121
Ge: -3.46947 -0.53796 3.49027
Cl: -4.45896 -2.48917 3.91280
Cl: -1.90431 -0.64091 5.20664
C: -2.52591 4.39040 1.65183
N: -2.26620 3.88720 2.99283
C: -2.14795 4.63730 4.15048
C: -1.91159 3.77490 5.16027
N: -1.86869 2.51784 4.60024
C: -2.09301 2.58463 3.27756
S: -2.14786 1.31111 2.14104
H: -2.55660 5.47610 1.68793
H: -3.47819 4.00203 1.29209
H: -1.74614 4.05876 0.96842
H: -2.24731 5.70801 4.15085
H: -1.77907 3.94388 6.21322
H: -1.73764 1.62918 5.07274
N: -0.45688 -5.61714 -0.13115
C: -0.36412 -4.37762 -0.65179
N: -0.62117 -3.44956 0.23360
C: -0.91143 -4.11926 1.42477
C: -1.33010 -3.64064 2.66326
C: -1.59684 -4.56599 3.65033
C: -1.44616 -5.94386 3.42595
C: -1.04754 -6.43313 2.19772
C: -0.80639 -5.49237 1.20323
H: -0.29938 -6.47109 -0.63690
H: -0.10240 -4.18812 -1.68088
H: -1.42685 -2.57972 2.84250
H: -1.93521 -4.21861 4.61807
H: -1.65742 -6.63619 4.23021
H: -0.93734 -7.49435 2.01555
C: -0.51480 -1.69773 -2.38380
H: -1.42376 -2.28299 -2.52500
H: 0.36842 -2.28524 -2.64749
H: -0.56344 -0.81209 -3.01413